Record 1
Molecular formula: C42H57Cl3N2O12P2SSeTi
Method: DFT, ωB97M-V/def2-TZVPD

```
121
Properties=species:S:1:pos:R:3
Ti -0.206 0.157 0.023
C 7.369 -2.817 -0.771
C 6.862 -2.029 0.444
C 7.771 -0.813 0.667
C 6.966 -2.935 1.671
C 5.426 -1.564 0.199
C 4.374 -1.870 1.047
C 3.089 -1.434 0.763
Se 1.645 -1.836 1.928
C 1.000 -3.236 0.784
C 1.501 -4.514 0.981
C 1.243 -5.539 0.083
C 0.513 -5.207 -1.056
C -0.002 -3.936 -1.305
C 0.177 -2.940 -0.317
O -0.463 -1.783 -0.463
C -0.669 -3.612 -2.655
C 0.113 -2.492 -3.353
C -2.132 -3.176 -2.497
C -0.650 -4.827 -3.589
C 1.829 -6.932 0.322
C 1.354 -7.945 -0.718
C 3.362 -6.857 0.258
C 1.412 -7.443 1.707
C 2.787 -0.681 -0.383
O 1.554 -0.311 -0.643
C 3.858 -0.303 -1.232
C 5.127 -0.774 -0.914
C 3.636 0.656 -2.407
C 4.918 0.915 -3.204
C 2.598 0.097 -3.387
C 3.158 2.002 -1.846
H 8.406 -3.135 -0.618
H 7.330 -2.218 -1.683
H 6.755 -3.707 -0.931
H 8.807 -1.128 0.833
H 7.440 -0.245 1.540
H 7.753 -0.141 -0.194
H 8.001 -3.268 1.794
H 6.335 -3.821 1.568
H 6.670 -2.413 2.583
H 4.523 -2.454 1.946
H 2.131 -4.681 1.848
H 0.353 -5.970 -1.800
H 0.073 -1.563 -2.792
H -0.319 -2.297 -4.339
H 1.162 -2.776 -3.482
H -2.207 -2.163 -2.111
H -2.683 -3.845 -1.830
H -2.623 -3.187 -3.475
H 0.364 -5.195 -3.767
H -1.070 -4.527 -4.551
H -1.255 -5.654 -3.205
H 1.699 -7.688 -1.722
H 0.263 -8.013 -0.741
H 1.751 -8.935 -0.473
H 3.686 -6.485 -0.717
H 3.808 -7.844 0.420
H 3.755 -6.176 1.017
H 0.324 -7.501 1.783
H 1.764 -6.782 2.502
H 1.828 -8.440 1.887
H 5.944 -0.500 -1.568
H 5.316 0.000 -3.654
H 5.701 1.371 -2.591
H 4.684 1.610 -4.014
H 2.952 -0.843 -3.823
H 2.431 0.814 -4.197
H 1.642 -0.087 -2.905
H 3.933 2.446 -1.213
H 2.247 1.895 -1.259
H 2.945 2.695 -2.667
C -3.994 3.905 3.444
C -3.107 4.759 2.546
N -1.690 4.480 2.703
C -1.012 5.065 3.852
C -1.001 4.158 5.086
C -1.054 3.603 1.881
S -1.805 2.920 0.561
N 0.254 3.433 2.245
C 1.045 2.493 1.829
O 0.824 1.459 1.120
C 2.469 2.631 2.326
C 2.779 3.468 3.396
C 4.089 3.586 3.839
C 5.109 2.875 3.212
C 4.806 2.046 2.142
C 3.491 1.926 1.710
H -5.041 4.045 3.162
H -3.888 4.172 4.497
H -3.734 2.849 3.326
H -3.258 5.825 2.746
H -3.359 4.576 1.505
H -1.514 6.012 4.066
H 0.012 5.287 3.567
H -1.949 4.184 5.625
H -0.209 4.463 5.778
H -0.814 3.127 4.780
H 1.975 4.012 3.875
H 4.315 4.232 4.679
H 6.132 2.970 3.557
H 5.583 1.483 1.637
H 3.253 1.287 0.877
O -2.756 -1.269 3.181
P -2.262 0.102 2.525
O -2.141 1.145 3.546
O -1.011 -0.289 1.683
O -3.400 0.375 1.407
P -3.324 -0.334 -0.055
O -3.026 -1.861 0.353
O -4.585 -0.189 -0.779
O -2.012 0.177 -0.711
H -2.914 -1.897 2.457
H -2.088 -2.050 0.097
Cl -2.086 3.807 -3.052
C -0.396 3.246 -3.060
Cl 0.280 3.425 -4.716
Cl 0.558 4.256 -1.962
C -0.412 1.722 -2.684
O -0.799 0.964 -3.546
O 0.027 1.477 -1.522
```

Its HOMO-LUMO gap is 0.2407 Ha. As for the largest force on an atom: 1.063 eV Å⁻¹. The charge is -2. The calculation puts the HOMO energy at -0.105 hartree. The electronic energy comes out at -227489.561 eV.

=====

Record 2
Molecular formula: C42H57Cl6F27O18
Method: DFT, ωB97M-V/def2-TZVPD

```
150
Properties=species:S:1:pos:R:3
C -1.453 0.693 -3.796
C -2.675 1.547 -3.728
O -3.813 0.976 -4.339
C -4.058 0.819 -5.679
O -3.351 1.288 -6.583
C -5.424 0.100 -6.119
F -5.196 -0.700 -7.138
F -6.001 -0.549 -5.210
F -6.229 1.084 -6.575
H -1.533 -0.225 -3.214
H -0.455 1.111 -3.665
H -1.338 0.307 -4.809
H -2.431 2.501 -4.196
H -3.010 1.946 -2.770
C 1.387 0.061 -1.438
C 1.766 0.593 0.009
O 0.721 -0.059 0.803
C -0.013 0.554 1.678
O -0.020 1.732 1.939
C -0.964 -0.333 2.439
F -2.238 0.030 2.378
F -0.960 -1.611 2.132
F -0.617 -0.298 3.735
H 0.325 0.055 -1.683
H 1.706 -0.979 -1.496
H 1.895 0.665 -2.189
H 1.741 1.683 -0.017
H 2.733 0.234 0.361
C 6.269 -0.290 0.241
C 6.363 0.527 -1.040
O 5.521 0.150 -2.143
C 5.354 0.994 -3.231
O 5.842 2.159 -3.301
C 4.439 0.390 -4.320
F 5.087 0.076 -5.418
F 3.893 -0.809 -3.921
F 3.457 1.301 -4.686
H 5.243 -0.153 0.584
H 6.942 0.067 1.021
H 6.357 -1.376 0.200
H 7.388 0.641 -1.393
H 5.950 1.513 -0.830
C -7.391 -5.164 6.080
C -6.343 -4.130 6.500
O -5.669 -3.421 5.415
C -4.324 -3.523 5.326
O -3.586 -4.117 6.171
C -3.614 -2.933 4.123
F -2.586 -2.243 4.558
F -3.184 -3.882 3.303
F -4.495 -2.127 3.494
H -8.175 -4.635 5.538
H -7.930 -5.470 6.976
H -7.034 -6.067 5.585
H -5.749 -4.696 7.217
H -6.882 -3.320 6.989
C -3.633 -2.897 -5.636
C -2.918 -4.196 -5.107
O -1.986 -3.756 -4.137
C -0.715 -3.245 -4.557
O -0.491 -3.061 -5.768
C 0.405 -3.003 -3.503
F 1.367 -3.806 -3.839
F 0.832 -1.771 -3.583
F 0.044 -3.427 -2.314
H -4.043 -2.089 -5.030
H -4.460 -3.237 -6.259
H -2.818 -2.353 -6.115
H -2.515 -4.874 -5.859
H -3.595 -4.858 -4.567
C 5.191 -5.325 -2.065
C 3.923 -4.698 -2.440
O 2.970 -4.646 -1.455
C 3.113 -3.911 -0.272
O 3.963 -2.996 -0.141
C 2.006 -4.142 0.816
F 2.458 -4.784 1.866
F 1.419 -2.952 1.154
F 1.129 -4.940 0.183
H 5.575 -4.867 -1.153
H 5.938 -5.223 -2.853
H 4.908 -6.362 -1.885
H 3.443 -5.231 -3.261
H 3.965 -3.702 -2.879
C 5.979 2.922 2.584
C 4.520 2.666 2.594
O 4.376 1.339 2.714
C 3.718 0.730 3.672
O 3.256 1.348 4.664
C 3.656 -0.856 3.577
F 2.484 -1.192 4.248
F 3.594 -1.189 2.226
F 4.727 -1.332 4.211
H 6.532 2.303 1.878
H 6.505 2.562 3.468
H 6.181 3.972 2.369
H 4.151 3.018 1.631
H 3.996 3.294 3.314
C -3.577 4.347 -1.344
C -3.371 4.304 0.219
O -4.369 3.443 0.691
C -4.142 2.135 0.642
O -3.160 1.661 -0.009
C -5.140 1.271 1.411
F -4.985 0.049 0.959
F -4.800 1.436 2.693
F -6.376 1.779 1.138
H -3.924 5.300 -1.744
H -4.247 3.550 -1.666
H -2.635 4.062 -1.814
H -3.445 5.231 0.788
H -2.342 4.069 0.488
C 3.666 6.533 -4.430
C 3.289 5.063 -4.019
O 2.717 5.136 -2.717
C 2.261 4.118 -2.006
O 2.339 2.984 -2.479
C 1.558 4.408 -0.619
F 0.345 3.791 -0.665
F 2.244 3.843 0.347
F 1.575 5.724 -0.285
H 3.951 6.532 -5.482
H 4.374 6.980 -3.733
H 2.839 7.236 -4.336
H 4.192 4.455 -4.068
H 2.604 4.574 -4.712
Cl -5.324 -4.036 -0.946
C -3.614 -3.622 -0.614
C -3.452 -2.186 -1.038
Cl -1.802 -1.778 -0.836
H -2.945 -4.311 -1.129
H -3.502 -3.845 0.448
H -4.133 -1.622 -0.400
H -3.699 -2.025 -2.087
Cl 2.748 -0.171 8.211
C 0.944 -0.020 8.286
C 0.424 0.683 7.033
Cl -1.346 0.772 7.341
H 0.780 0.451 9.255
H 0.603 -1.054 8.228
H 0.686 0.075 6.167
H 0.823 1.645 6.711
Cl 0.388 5.356 4.558
C -0.967 4.130 4.453
C -1.524 4.340 3.115
Cl -1.935 5.971 2.610
H -1.713 4.419 5.194
H -0.575 3.123 4.598
H -2.353 3.691 2.830
H -0.740 4.081 2.403
```

Its expectation value of S² is 0.7554. Its HOMO-LUMO gap (alpha / beta) is 0.3342 / 0.0705 Ha. As for the largest force on an atom: 5.946 eV Å⁻¹. The charge is +1. The calculation puts the HOMO energy (alpha / beta) at -0.448 / -0.448 hartree. The electronic energy comes out at -229826.766 eV. Its spin multiplicity is 2.

=====

Record 3
Molecular formula: C42H58AsGaN3S
Method: DFT, ωB97M-V/def2-TZVPD

```
106
Properties=species:S:1:pos:R:3
Ga -0.645 -1.073 0.183
C -2.610 1.079 2.070
C -3.218 1.354 0.773
C -3.238 0.179 0.059
C -2.560 -0.849 0.903
C -2.244 -0.217 2.194
C -1.712 -0.913 3.431
C -2.662 -0.628 4.604
C -1.627 -2.429 3.230
C -0.308 -0.379 3.756
C -4.015 -0.347 -1.151
C -5.377 -0.833 -0.616
C -4.273 0.641 -2.291
C -3.290 -1.542 -1.790
C -3.690 2.776 0.453
C -5.222 2.862 0.489
C -3.151 3.761 1.507
C -3.158 3.257 -0.911
H -2.528 1.805 2.862
H -2.946 -1.864 0.901
H -3.680 -0.923 4.346
H -2.669 0.433 4.853
H -2.352 -1.189 5.487
H -2.609 -2.858 3.026
H -1.239 -2.899 4.134
H -0.954 -2.683 2.403
H -0.333 0.700 3.909
H 0.378 -0.584 2.927
H 0.082 -0.850 4.661
H -5.945 0.001 -0.204
H -5.251 -1.574 0.175
H -5.959 -1.284 -1.422
H -4.937 1.447 -1.991
H -4.767 0.111 -3.107
H -3.339 1.054 -2.671
H -3.256 -2.415 -1.141
H -2.263 -1.269 -2.070
H -3.808 -1.845 -2.699
H -5.604 2.543 1.461
H -5.682 2.240 -0.278
H -5.539 3.893 0.321
H -3.620 3.614 2.481
H -3.373 4.781 1.193
H -2.069 3.663 1.612
H -3.787 2.933 -1.731
H -2.148 2.881 -1.071
H -3.131 4.347 -0.938
C -0.018 4.321 -0.247
As 0.398 2.414 0.002
C 1.643 2.692 1.488
C 1.632 2.305 -1.563
C 2.735 3.315 -1.580
C 2.629 4.485 -2.330
C 3.672 5.397 -2.381
C 4.846 5.154 -1.684
C 4.958 4.004 -0.916
C 3.907 3.103 -0.857
H 0.910 4.889 -0.290
H -0.617 4.694 0.583
H -0.569 4.477 -1.173
H 2.354 3.480 1.241
H 2.177 1.777 1.733
H 1.064 3.006 2.357
H 0.984 2.440 -2.432
H 2.038 1.295 -1.597
H 1.723 4.677 -2.895
H 3.569 6.298 -2.972
H 5.668 5.855 -1.746
H 5.867 3.806 -0.363
H 3.997 2.213 -0.248
N 1.197 -0.708 0.289
C 2.133 -1.100 -0.483
C 3.546 -0.774 -0.152
C 4.492 -0.589 -1.160
C 5.799 -0.263 -0.837
C 6.179 -0.137 0.492
C 5.245 -0.336 1.502
C 3.936 -0.650 1.182
C 1.939 -1.944 -1.699
C 2.639 -3.144 -1.799
C 2.404 -3.996 -2.866
C 1.491 -3.643 -3.851
C 0.817 -2.433 -3.770
C 1.028 -1.593 -2.688
H 4.200 -0.661 -2.201
H 6.529 -0.105 -1.619
H 7.196 0.131 0.744
H 5.544 -0.251 2.538
H 3.193 -0.808 1.954
H 3.356 -3.406 -1.030
H 2.955 -4.926 -2.943
H 1.317 -4.305 -4.690
H 0.139 -2.137 -4.560
H 0.511 -0.639 -2.629
S -0.941 -3.617 -0.377
C 0.243 -4.750 0.009
N 1.221 -4.652 0.909
C 1.982 -5.892 1.048
C 1.341 -6.804 -0.019
N 0.292 -5.951 -0.567
H 1.336 -3.872 1.531
H 1.876 -6.302 2.052
H 3.040 -5.712 0.860
H 0.916 -7.711 0.411
H 2.055 -7.080 -0.796
H -0.391 -6.250 -1.240
```

Its HOMO-LUMO gap is 0.2717 Ha. As for the largest force on an atom: 0.968 eV Å⁻¹. The charge is +1. The calculation puts the HOMO energy at -0.375 hartree. The electronic energy comes out at -173011.072 eV.

=====

Record 4
Molecular formula: C42H58BaCl2F3N4OP2S
Method: DFT, ωB97M-V/def2-TZVPD

```
114
Properties=species:S:1:pos:R:3
Ba -0.887 0.856 0.464
C -3.540 0.307 -3.141
C -2.894 -1.037 -2.721
N -2.736 -1.123 -1.283
C -3.843 -1.644 -0.511
C -5.040 -0.704 -0.411
S -4.676 0.956 0.277
C -5.085 2.052 -1.125
C -3.902 2.487 -1.998
N -3.021 1.392 -2.329
H -4.622 0.252 -3.012
H -3.364 0.462 -4.216
H -1.904 -1.084 -3.165
H -3.484 -1.877 -3.124
H -1.909 -1.664 -1.058
H -3.463 -1.821 0.490
H -4.221 -2.607 -0.903
H -5.770 -1.157 0.260
H -5.517 -0.553 -1.378
H -5.531 2.944 -0.685
H -5.860 1.548 -1.703
H -3.309 3.211 -1.434
H -4.319 2.998 -2.884
H -2.140 1.728 -2.694
C 0.393 -1.557 3.865
C 0.952 -0.130 3.799
C 1.873 0.123 4.993
P 1.542 0.271 2.044
C 2.836 1.595 2.351
C 4.225 1.092 2.733
C 2.921 2.546 1.153
C 2.350 -1.265 1.510
C 3.210 -1.964 2.357
C 3.710 -3.220 2.057
C 4.582 -3.970 3.033
C 3.335 -3.778 0.835
C 2.505 -3.111 -0.038
C 1.967 -1.829 0.258
N 1.257 -1.078 -0.615
C 0.846 -1.500 -1.852
C 0.316 -2.749 -2.218
C 0.012 -3.022 -3.545
C 0.161 -2.068 -4.544
C -0.163 -2.360 -5.988
C 0.610 -0.797 -4.176
C 0.955 -0.504 -2.868
P 1.685 1.008 -2.140
C 3.518 0.674 -2.470
C 4.220 -0.012 -1.294
C 3.821 -0.112 -3.745
C 1.389 2.407 -3.380
C -0.124 2.572 -3.551
C 2.100 2.520 -4.730
H -0.332 -1.649 4.679
H 1.191 -2.278 4.039
H -0.106 -1.835 2.938
H 0.109 0.564 3.906
H 2.673 -0.617 5.053
H 1.285 0.040 5.911
H 2.318 1.119 4.976
H 2.409 2.163 3.185
H 4.624 0.444 1.951
H 4.219 0.529 3.668
H 4.909 1.937 2.856
H 3.343 2.044 0.282
H 3.560 3.400 1.397
H 1.939 2.928 0.874
H 3.502 -1.511 3.297
H 5.053 -3.284 3.739
H 5.368 -4.527 2.518
H 3.993 -4.691 3.609
H 3.711 -4.761 0.563
H 2.281 -3.562 -0.995
H 0.163 -3.510 -1.462
H -0.368 -4.006 -3.803
H -0.242 -3.433 -6.168
H 0.614 -1.964 -6.644
H -1.110 -1.900 -6.285
H 0.721 -0.047 -4.954
H 3.929 1.686 -2.563
H 4.044 -1.087 -1.318
H 3.854 0.347 -0.333
H 5.300 0.157 -1.339
H 3.505 -1.150 -3.627
H 4.899 -0.103 -3.935
H 3.319 0.293 -4.621
H 1.719 3.258 -2.772
H -0.554 1.730 -4.101
H -0.353 3.490 -4.098
H -0.594 2.644 -2.567
H 1.822 1.717 -5.416
H 3.185 2.525 -4.622
H 1.806 3.463 -5.202
Cl -2.822 -3.427 2.676
C -3.109 -1.869 3.397
C -3.848 -1.819 4.580
C -4.060 -0.624 5.213
Cl -4.994 -0.606 6.688
C -3.538 0.574 4.685
C -3.693 1.846 5.278
C -3.145 2.944 4.676
C -2.433 2.783 3.474
N -2.266 1.615 2.902
C -2.797 0.510 3.476
C -2.547 -0.739 2.787
O -1.852 -0.752 1.714
H -4.248 -2.734 4.994
H -4.245 1.932 6.204
H -3.247 3.929 5.110
H -1.987 3.634 2.970
F -1.918 4.390 -0.054
C -0.758 3.661 0.279
F -0.334 4.326 1.454
F 0.166 4.154 -0.664
```

Its HOMO-LUMO gap is 0.2247 Ha. As for the largest force on an atom: 3.325 eV Å⁻¹. The charge is -1. The calculation puts the HOMO energy at -0.143 hartree. The electronic energy comes out at -115812.131 eV.